# C2H6O3P

2 unconnected molecules or ions with the total composition C2H6O3P at a distorted geometry (the ωB97M-V functional and the def2-TZVPD basis, the Open Molecules 2025 dataset).

Computed properties:
LUMO energy (spin up / spin down)	3.795 / 3.795	eV
charge	-1
energy	-646.88036	a.u.
HOMO energy (spin up / spin down)	-2.899 / -2.899	eV
ΔE to the lowest compared entry with this formula, charge and spin	79.9	kcal per mole

Element x y z (Å)
P  1.63424  -0.31726  -0.14804
O  1.49046  -1.88232  -0.47710
O  2.21281  -0.27327  1.22247
O  -2.79195  -0.68309  0.37276
C  0.15454  0.55353  -0.35973
C  -1.67766  -1.27804  0.53334
H  -1.23770  -1.46898  1.50294
H  1.15386  -2.34768  -1.17226
H  2.54590  -0.06218  -1.22219
H  -0.24652  0.68369  -1.37259
H  -1.25805  -1.99758  -0.10036
H  0.01581  1.46474  0.18635